The following is a quantum chemistry calculation of a cluster of 15 separate species, C86H75N15O22 in total at a distorted geometry, from OMol25.

Output
DFT total energy = -5797.625265 Ha
Multiplicity = 1
Total charge = 0
HOMO energy = -9.66 eV
LUMO level = -0.0346 Eh
HOMO-LUMO gap = 8.717 eV
Maximum force = 3.937 eV/A

CARTESIAN COORDINATES (ANGSTROEM)
O  -44.763  12.229  11.249
O  -35.894  10.136  8.700
O  -36.796  17.486  14.050
O  -32.963  14.667  19.126
O  -32.098  14.032  14.649
O  -34.670  17.597  13.403
O  -30.089  18.882  19.605
O  -39.992  9.659  15.685
O  -45.166  10.546  9.997
O  -29.031  16.999  19.762
O  -32.427  8.512  15.217
O  -38.412  20.437  20.013
O  -33.598  12.663  22.290
O  -32.639  18.781  21.591
O  -34.722  15.676  19.882
O  -37.317  19.375  21.531
O  -33.486  10.258  15.738
O  -31.968  19.654  23.377
O  -32.322  15.126  12.760
O  -39.761  7.532  15.517
O  -32.397  11.012  22.760
O  -37.862  10.633  9.453
N  -35.908  15.965  25.320
N  -39.420  13.594  14.183
N  -28.510  13.630  17.758
N  -32.874  9.282  16.055
N  -36.617  10.773  9.460
N  -31.904  15.035  13.910
N  -29.082  18.214  19.921
N  -44.421  11.167  10.753
N  -34.180  14.897  19.114
N  -32.875  12.080  23.067
N  -35.577  17.645  14.274
N  -39.106  11.670  21.204
N  -39.353  8.662  15.347
N  -31.999  18.730  22.630
N  -38.114  19.404  20.607
C  -41.279  14.939  15.695
C  -35.066  13.353  12.456
C  -36.748  11.883  20.595
C  -33.570  18.308  17.429
C  -28.007  20.112  21.153
C  -40.760  11.019  11.963
C  -40.363  12.902  14.874
C  -29.922  15.163  23.898
C  -31.561  12.530  26.478
C  -36.364  14.469  18.095
C  -38.018  8.838  14.741
C  -30.463  16.205  15.553
C  -31.311  17.525  23.074
C  -36.064  15.244  24.187
C  -27.953  11.391  18.497
C  -37.220  13.885  17.062
C  -32.548  9.038  17.487
C  -35.831  17.765  18.047
C  -28.986  11.375  19.402
C  -37.872  12.151  21.445
C  -35.024  14.290  18.065
C  -29.912  18.290  13.783
C  -35.205  12.974  16.053
C  -31.408  7.833  19.196
C  -34.422  13.547  17.047
C  -36.022  11.742  10.449
C  -38.780  18.145  20.155
C  -29.575  17.231  15.894
C  -41.259  13.571  15.705
C  -29.939  16.284  24.729
C  -39.265  10.799  20.146
C  -32.553  12.664  24.368
C  -40.246  10.027  11.133
C  -41.040  9.312  10.270
C  -25.635  20.350  21.299
C  -32.024  11.872  25.341
C  -29.591  13.575  18.530
C  -39.320  15.810  20.440
C  -32.582  14.615  25.779
C  -40.416  15.632  14.831
C  -31.015  16.149  14.274
C  -33.921  18.266  16.055
C  -33.173  9.807  18.515
C  -35.911  15.748  22.934
C  -42.952  10.762  10.903
C  -36.145  17.664  16.711
C  -30.536  17.476  24.261
C  -39.883  15.739  19.151
C  -25.520  19.153  20.600
C  -35.194  17.855  15.735
C  -36.958  11.109  19.442
C  -29.371  18.291  15.047
C  -36.866  12.702  11.058
C  -31.655  8.000  17.849
C  -26.897  20.848  21.597
C  -34.515  18.051  18.437
C  -38.269  10.553  19.218
C  -31.857  13.892  26.698
C  -30.590  15.287  22.634
C  -32.086  8.525  20.196
C  -33.100  9.444  19.803
C  -30.719  17.232  13.387
C  -42.078  11.391  11.848
C  -36.308  10.188  13.742
C  -26.645  18.401  20.206
C  -31.305  16.374  22.298
C  -34.650  11.596  10.808
C  -37.519  10.073  14.447
C  -27.732  12.491  17.624
C  -40.005  16.915  18.399
C  -42.403  9.662  10.183
C  -37.268  7.651  14.439
C  -36.096  7.809  13.689
C  -38.732  16.981  20.921
C  -39.373  18.082  18.913
C  -36.585  13.167  16.047
C  -34.223  12.453  11.794
C  -36.377  13.572  12.040
C  -27.902  18.925  20.439
C  -35.625  9.086  13.367
C  -35.500  17.909  23.912
C  -39.470  14.894  14.102
C  -35.609  17.321  25.175
C  -29.936  12.439  19.314
C  -35.606  17.100  22.801
C  -32.930  14.013  24.626
H  -32.779  15.652  26.008
H  -31.821  16.364  21.350
H  -31.760  8.341  21.209
H  -26.845  12.664  17.032
H  -34.711  9.276  12.822
H  -40.267  14.760  18.905
H  -33.355  13.394  16.980
H  -27.124  21.719  22.194
H  -29.384  14.263  24.155
H  -40.516  16.706  14.784
H  -24.612  18.569  20.573
H  -39.337  18.974  18.305
H  -38.274  17.075  21.895
H  -38.774  15.343  13.409
H  -28.946  20.556  21.449
H  -34.001  10.889  10.312
H  -42.447  12.248  12.392
H  -30.554  18.301  24.958
H  -30.737  7.010  19.394
H  -35.252  18.960  23.879
H  -38.111  10.950  14.664
H  -40.269  10.486  19.899
H  -43.110  9.102  9.589
H  -31.204  7.378  17.090
H  -29.764  19.090  13.072
H  -38.397  10.048  18.271
H  -31.927  10.812  25.158
H  -30.309  14.379  18.463
H  -26.566  17.429  19.743
H  -40.368  11.822  14.879
H  -37.563  6.622  14.585
H  -35.472  17.440  21.784
H  -38.281  14.077  17.129
H  -35.988  15.150  22.038
H  -31.351  14.330  27.546
H  -30.621  15.490  16.347
H  -37.068  12.686  15.209
H  -32.567  18.585  17.721
H  -39.197  9.770  11.161
H  -33.200  12.481  12.137
H  -30.448  14.431  21.991
H  -28.955  17.242  16.778
H  -37.140  17.385  16.399
H  -27.318  10.518  18.503
H  -31.014  11.955  27.211
H  -35.773  12.324  20.744
H  -37.759  12.732  22.349
H  -35.961  11.185  13.513
H  -34.756  12.357  15.289
H  -36.142  11.047  18.738
H  -33.149  18.408  15.314
H  -31.230  17.282  12.437
H  -37.909  12.813  10.800
H  -36.992  14.305  12.543
H  -40.564  16.952  17.476
H  -35.592  6.992  13.194
H  -36.880  14.939  18.920
H  -36.243  14.185  24.299
H  -33.721  10.026  20.467
H  -42.082  13.038  16.158
H  -35.535  17.966  26.038
H  -30.806  12.524  19.948
H  -29.106  10.524  20.055
H  -29.336  16.189  25.620
H  -34.309  18.134  19.493
H  -39.260  14.878  20.982
H  -40.061  11.584  12.562
H  -28.591  19.002  15.276
H  -40.651  8.441  9.765
H  -33.532  14.559  23.915
H  -33.773  10.686  18.331
H  -36.473  17.395  18.832
H  -34.680  13.944  13.274
H  -42.054  15.474  16.225
H  -24.708  20.700  21.728